144
Properties=species:S:1:pos:R:3:forces:R:3:lowdin_charge:R:1 method="wB97M-V/def2-TZVPD" de_lowest_kcal_mol=136.4 multiplicity=1 total_energy_ha=-5055.47239 homo_lumo_gap_ev=10.5
C 0.565 -0.206 0.600 -0.19 -1.43 -0.42 -0.061
C -0.259 -0.606 -0.611 0.27 -1.21 1.61 -0.349
O -0.685 0.616 -1.065 -0.91 1.32 -1.98 0.159
C 0.283 1.511 -0.788 0.05 4.41 -0.13 -0.535
O 0.425 2.688 -1.129 -1.09 -3.59 -0.02 0.137
O 1.069 0.989 0.118 2.61 0.61 1.10 0.087
F -1.309 -1.349 -0.220 -0.70 -0.28 -0.22 0.086
H 1.332 -0.963 0.767 0.18 0.41 0.31 0.146
H -0.041 -0.008 1.484 -0.11 -0.31 0.01 0.151
H 0.315 -1.162 -1.352 -0.11 0.04 -0.25 0.179
C -1.987 6.054 -8.016 2.30 0.65 -1.03 -0.102
C -2.496 4.799 -7.457 -0.91 0.32 0.55 -0.287
O -3.846 4.968 -7.776 -2.06 -1.65 -0.08 0.130
C -4.160 6.282 -7.798 -2.20 2.07 -0.94 -0.526
O -5.224 6.861 -7.974 2.20 -2.44 0.75 0.150
O -3.016 6.940 -7.715 0.46 1.89 0.55 0.091
F -2.411 4.940 -6.087 0.36 -0.77 0.10 0.064
H -1.903 6.096 -9.102 0.31 -0.64 -0.13 0.151
H -1.021 6.317 -7.585 -0.28 0.39 0.17 0.151
H -2.116 3.831 -7.780 -0.17 0.18 0.04 0.178
C 3.766 -9.439 -1.690 0.75 -1.97 1.73 -0.099
C 4.429 -9.400 -0.299 -2.35 0.60 -0.85 -0.351
O 4.180 -8.079 0.083 -0.97 0.82 1.09 0.117
C 3.738 -7.291 -0.951 2.15 3.57 0.49 -0.414
O 3.745 -6.024 -0.887 -0.83 -6.17 -0.71 0.100
O 3.593 -8.123 -2.020 -0.58 2.77 -1.00 0.082
F 5.737 -9.523 -0.350 2.02 -0.60 -0.22 0.111
H 2.809 -9.958 -1.640 0.00 -0.01 -0.14 0.140
H 4.499 -10.025 -2.246 -0.28 0.52 -1.00 0.146
H 4.006 -10.183 0.329 0.08 0.48 0.62 0.168
C -9.875 -7.333 -1.192 1.55 0.18 -0.98 -0.036
C -9.689 -7.835 0.169 -2.91 2.26 0.22 -0.422
O -8.517 -7.257 0.585 -1.24 -1.03 4.89 0.200
C -7.743 -7.031 -0.390 3.43 3.30 -3.98 -0.570
O -6.633 -6.518 -0.354 -2.28 -1.86 0.07 0.144
O -8.466 -7.193 -1.544 -0.04 0.06 -1.03 0.069
F -9.641 -9.128 0.126 0.80 -3.52 0.57 0.140
H -10.372 -6.363 -1.193 0.03 -0.06 -0.40 0.147
H -10.364 -8.129 -1.753 0.10 0.51 -0.48 0.150
H -10.586 -7.548 0.717 0.56 0.17 1.10 0.178
C 8.774 -2.191 0.946 0.31 1.08 0.35 -0.068
C 7.929 -1.988 -0.305 -0.29 -2.22 1.60 -0.325
O 8.286 -3.136 -1.077 -4.06 2.60 -1.26 0.185
C 9.148 -3.848 -0.488 3.13 -2.43 0.98 -0.633
O 9.507 -4.902 -0.902 0.44 -0.45 0.26 0.175
O 9.673 -3.224 0.603 -0.33 -0.32 0.29 0.085
F 8.289 -0.960 -0.997 0.89 2.76 -1.59 0.132
H 8.204 -2.408 1.849 -0.12 -0.38 -0.17 0.137
H 9.312 -1.263 1.140 0.20 -0.06 -0.01 0.141
H 6.871 -1.886 -0.065 -0.17 -0.58 -0.44 0.172
C -7.918 3.011 0.106 1.74 1.28 0.21 -0.031
C -7.057 2.245 -0.848 0.02 1.69 0.81 -0.364
O -6.984 3.147 -1.943 0.19 -1.58 -1.95 0.146
C -7.060 4.392 -1.503 0.31 2.74 -0.59 -0.549
O -6.864 5.420 -2.138 -0.51 -2.85 1.70 0.147
O -7.361 4.313 -0.189 -0.78 1.39 1.24 0.052
F -7.700 1.141 -1.076 -0.73 -2.61 -1.73 0.125
H -7.695 2.707 1.129 -0.29 0.44 0.03 0.144
H -8.979 3.014 -0.141 0.10 -0.34 -0.02 0.150
H -6.026 2.053 -0.553 -0.04 -0.17 0.29 0.181
C -1.581 -2.474 8.817 1.03 -0.12 -0.06 -0.041
O -2.823 -2.720 8.180 0.26 -0.34 0.47 0.006
C -2.904 -2.520 6.869 -1.80 1.90 -0.45 -0.558
O -2.206 -1.851 6.134 -0.11 -1.48 0.86 0.128
O -4.163 -2.955 6.562 1.00 -0.02 2.35 -0.014
C -4.507 -3.064 5.253 0.19 -0.33 -2.66 -0.104
H -1.204 -1.477 8.588 0.09 -0.16 -0.22 0.098
H -0.895 -3.268 8.521 0.31 0.31 -0.32 0.099
H -1.615 -2.574 9.902 -0.93 0.07 -0.11 0.093
H -3.657 -3.508 4.735 -0.17 -0.07 -0.50 0.100
H -4.740 -2.123 4.754 0.07 0.28 0.21 0.095
H -5.374 -3.713 5.126 0.08 -0.04 0.39 0.098
C -0.278 -8.227 2.473 -1.11 1.16 1.56 -0.005
O 0.506 -8.981 3.406 1.06 -1.66 -3.33 0.024
C 0.485 -8.708 4.650 0.07 3.19 3.26 -0.643
O -0.044 -7.726 5.176 0.31 -1.48 -0.80 0.092
O 1.277 -9.555 5.309 -0.16 -0.60 0.00 -0.005
C 1.783 -9.207 6.604 0.39 0.04 0.03 -0.038
H -1.255 -8.333 2.945 -0.53 0.37 -1.01 0.102
H -0.231 -8.489 1.416 0.34 -1.03 0.54 0.096
H -0.015 -7.170 2.506 0.16 0.00 0.30 0.097
H 2.329 -10.096 6.919 -0.08 0.11 -0.01 0.093
H 1.064 -8.937 7.377 -0.44 -0.12 -0.47 0.093
H 2.486 -8.379 6.512 -0.02 0.03 -0.10 0.096
C 4.177 13.492 0.585 0.27 2.33 0.24 -0.066
O 3.963 12.216 0.081 0.03 -0.79 0.49 0.023
C 3.510 12.084 -1.139 -0.86 0.42 -3.09 -0.522
O 3.403 12.976 -2.011 0.12 -2.80 2.65 0.087
O 3.198 10.739 -1.285 0.10 1.62 2.24 -0.023
C 2.473 10.358 -2.411 0.82 1.49 -2.61 -0.076
H 4.911 14.082 0.037 0.41 -0.48 -0.20 0.097
H 4.479 13.458 1.632 -0.02 -0.53 -0.20 0.099
H 3.309 14.149 0.524 -0.50 -0.44 0.00 0.099
H 2.066 9.347 -2.439 0.39 0.17 0.72 0.101
H 3.225 10.535 -3.180 -0.23 -0.92 -0.88 0.088
H 1.739 11.100 -2.725 -0.52 -0.08 0.63 0.094
C -4.225 -3.677 -4.552 -0.68 1.46 -1.70 -0.026
O -3.981 -4.866 -5.332 -1.82 1.57 0.86 0.024
C -2.962 -5.583 -4.989 3.20 1.18 1.80 -0.636
O -2.050 -5.189 -4.239 -1.79 -1.59 -1.46 0.081
O -3.081 -6.697 -5.664 0.55 -1.47 -1.11 0.019
C -2.094 -7.722 -5.531 0.47 -0.15 1.24 -0.028
H -3.407 -2.957 -4.591 0.50 -0.63 0.51 0.095
H -4.696 -3.757 -3.573 0.55 -0.80 0.02 0.102
H -4.948 -3.159 -5.182 -0.38 -0.13 0.10 0.089
H -1.113 -7.321 -5.278 -0.15 0.26 0.09 0.092
H -1.952 -8.365 -6.399 -0.71 0.53 -0.32 0.092
H -2.445 -8.336 -4.700 0.27 -0.22 -0.01 0.097
C 3.407 2.085 5.591 -0.16 0.03 -0.14 -0.025
O 3.604 0.777 6.136 0.03 -0.87 0.76 0.003
C 4.018 -0.203 5.345 0.93 1.17 -2.55 -0.621
O 4.532 -0.006 4.256 -0.20 -0.21 0.52 0.091
O 3.773 -1.390 5.833 -0.66 -0.35 1.23 0.024
C 4.163 -2.557 5.135 -0.15 -1.37 0.07 -0.043
H 4.201 2.787 5.845 0.09 -0.30 0.40 0.095
H 2.467 2.360 6.071 0.10 0.50 -0.41 0.098
H 3.376 2.076 4.502 -0.33 -0.24 0.10 0.092
H 4.050 -2.556 4.051 0.41 0.74 0.09 0.097
H 3.504 -3.368 5.446 -0.41 0.33 0.31 0.090
H 5.128 -2.921 5.486 0.34 0.54 -0.40 0.098
C 6.223 9.477 -6.274 -1.17 0.92 -1.49 -0.064
O 6.557 8.203 -5.757 0.53 -1.55 0.63 -0.004
C 5.803 7.101 -6.020 -3.18 0.06 0.47 -0.478
O 4.777 7.138 -6.707 2.51 -0.53 1.12 0.091
O 6.173 6.024 -5.213 1.60 2.99 -1.14 -0.033
C 5.421 4.847 -5.119 -1.60 -0.06 -0.51 -0.071
H 7.055 10.181 -6.277 0.43 -0.75 0.27 0.095
H 5.403 10.030 -5.815 -0.09 -0.65 1.07 0.089
H 5.825 9.448 -7.289 0.43 -0.58 -0.30 0.090
H 5.972 4.094 -4.556 0.24 0.32 -0.23 0.097
H 5.104 4.483 -6.096 0.32 -0.14 -0.09 0.093
H 4.491 5.065 -4.593 -0.05 -0.04 0.21 0.095
C -2.172 4.375 4.218 -0.62 0.16 1.18 -0.042
O -2.175 5.606 3.496 1.05 0.58 0.21 -0.042
C -1.428 6.677 3.938 0.70 0.53 0.97 -0.541
O -0.681 6.834 4.902 -1.90 -1.70 -1.85 0.109
O -1.619 7.725 3.139 0.48 1.07 -0.39 -0.001
C -2.466 7.722 1.998 -1.20 -1.71 -0.13 -0.044
H -1.273 3.762 4.149 0.19 0.47 -0.21 0.095
H -3.028 3.777 3.903 0.11 0.24 -0.53 0.090
H -2.399 4.614 5.256 0.42 -0.14 0.20 0.095
H -2.435 8.576 1.322 0.83 0.32 0.75 0.096
H -3.494 7.630 2.348 -0.13 0.09 -0.06 0.093
H -2.275 6.823 1.411 0.08 0.09 -0.14 0.092